1 | This record from OMol25 describes a single C3H8O2 molecule. The level of theory is the ωB97M-V functional and the def2-TZVPD basis.

Highest occupied orbital energy (eV): -10.3966
SMILES string: CO[C@H](C)O
LUMO level (eV): 0.9

Last column: Mulliken charge in e.
Element x y z (Å)
C 1.732 0.624 0.379  -0.72
O 0.360 0.817 0.129  -0.32
C -0.368 -0.346 -0.169  0.47
C -1.743 0.086 -0.656  -1.31
O -0.548 -1.180 0.942  -0.53
H 1.913 0.138 1.346  0.27
H 2.199 0.028 -0.416  0.32
H 2.179 1.616 0.397  0.24
H 0.168 -0.910 -0.964  0.27
H -2.183 0.739 0.088  0.33
H -2.368 -0.792 -0.781  0.35
H -1.651 0.619 -1.596  0.33
H 0.309 -1.439 1.300  0.31

---

2 | This record from OMol25 describes a single C3H8O2 molecule. The level of theory is the ωB97M-V functional and the def2-TZVPD basis.

Highest occupied orbital energy (eV): -9.7124
SMILES string: COCCO
LUMO level (eV): 1.0

Last column: Mulliken charge in e.
Element x y z (Å)
C 0.546 -1.843 0.584  -0.65
O 0.048 -0.591 0.990  -0.34
C -0.610 0.047 -0.084  -0.32
C -0.520 1.557 -0.047  -0.39
O 0.355 1.854 -1.215  -0.58
H 1.081 -2.286 1.428  0.23
H -0.259 -2.530 0.277  0.28
H 1.235 -1.729 -0.267  0.30
H -0.003 0.130 -1.036  0.32
H -1.614 -0.394 -0.232  0.36
H -1.468 2.044 -0.287  0.24
H -0.087 1.952 0.875  0.24
H 1.297 1.790 -0.985  0.31

---

3 | This record from OMol25 describes a single C3H8O2 molecule. The level of theory is the ωB97M-V functional and the def2-TZVPD basis.

Highest occupied orbital energy (eV): -7.6937
LUMO level (eV): 0.5

Last column: Mulliken charge in e.
Element x y z (Å)
C -1.655 -0.971 1.468  -0.64
O -0.240 -0.811 0.437  -0.39
C 0.177 0.557 0.305  -0.40
C 1.022 0.712 -0.944  -0.46
O 0.229 0.357 -2.065  -0.53
H -1.367 -1.975 1.839  0.17
H -1.295 -0.305 2.280  0.13
H -0.771 -0.987 -0.358  0.46
H -0.724 1.175 0.239  0.36
H 0.731 0.803 1.213  0.36
H 1.344 1.758 -1.028  0.29
H 1.923 0.090 -0.884  0.31
H 0.626 -0.403 -2.501  0.32

---

Energy ordering: 1 at the bottom, the next structure 1.338 eV above.

---

1 | This record from OMol25 describes a single C3H8O2 molecule. The level of theory is the ωB97M-V functional and the def2-TZVPD basis.

Highest occupied orbital energy (eV): -10.1889
SMILES string: OCCCO
LUMO level (eV): 0.9

Last column: Mulliken charge in e.
Element x y z (Å)
O 1.675 -1.142 0.158  -0.52
C 1.412 0.241 -0.045  -0.59
C 0.002 0.508 -0.525  -0.13
C -1.078 -0.031 0.403  -0.59
O -2.355 -0.007 -0.220  -0.51
H 1.358 -1.388 1.032  0.32
H 2.127 0.576 -0.797  0.31
H 1.624 0.813 0.859  0.31
H -0.139 0.086 -1.518  0.30
H -0.161 1.587 -0.603  0.22
H -1.200 0.581 1.300  0.29
H -0.824 -1.045 0.739  0.30
H -2.442 -0.781 -0.785  0.30

---

2 | This record from OMol25 describes 2 unconnected molecules or ions with the total composition C3H8O2. The level of theory is the ωB97M-V functional and the def2-TZVPD basis.

Highest occupied orbital energy (eV): -11.0938
SMILES string: O=CO.CC
LUMO level (eV): 0.7

Last column: Mulliken charge in e.
Element x y z (Å)
O 2.046 2.284 3.626  -0.39
C 2.809 1.761 4.374  0.21
O 3.601 2.486 5.205  -0.45
H 2.945 0.689 4.537  0.30
H 4.551 2.423 5.064  0.34
C -1.442 -0.748 -3.032  -0.82
C -2.577 -1.706 -2.677  -0.72
H -1.427 -0.426 -4.089  0.28
H -0.439 -1.219 -2.858  0.25
H -1.431 0.049 -2.276  0.27
H -2.492 -2.665 -3.197  0.26
H -2.741 -1.846 -1.605  0.28
H -3.404 -1.084 -3.072  0.21

---

Energy ordering: 1 at the bottom, the next structure 0.210 eV above.

---

1 | This record from OMol25 describes 2 unconnected molecules or ions with the total composition CH5NO2S. The level of theory is the ωB97M-V functional and the def2-TZVPD basis.

Highest occupied orbital energy (alpha / beta) (eV): -9.8331 / -9.8318
LUMO level (alpha / beta) (eV): -0.6 / -0.6

Last column: Mulliken charge in e.
Element x y z (Å)
C 0.289 -0.714 -0.187  -0.64
N 1.597 1.100 0.141  -0.54
O -2.023 0.417 -0.179  -0.52
O -1.785 -1.681 1.109  -0.50
S -1.145 -0.443 0.964  0.58
H 1.035 -1.393 0.204  0.41
H 0.070 -0.620 -1.221  0.38
H 2.209 0.342 -0.050  0.23
H -1.750 1.401 -0.005  0.37
H 1.503 1.591 -0.775  0.23

---

2 | This record from OMol25 describes a single CH5NO2S molecule. The level of theory is the ωB97M-V functional and the def2-TZVPD basis.

Highest occupied orbital energy (eV): -9.2317
SMILES string: CN(S)OO
LUMO level (eV): 0.8

Last column: Mulliken charge in e.
Element x y z (Å)
C -0.600 -1.054 -0.429  -0.69
N 0.440 0.004 -0.549  0.06
S 1.886 -0.260 0.336  -0.12
O 0.019 1.223 -0.641  -0.21
O -0.385 1.892 0.659  -0.35
H -1.354 -0.969 0.445  0.24
H -1.143 -1.100 -1.362  0.27
H 0.004 -1.960 -0.280  0.33
H 1.352 -0.636 1.483  0.13
H -0.220 2.858 0.339  0.33

---

Energy ordering: 1 at the bottom, the next structure 0.737 eV above.

---

1 | This record from OMol25 describes 5 unconnected molecules or ions with the total composition CH11O5. The level of theory is the ωB97M-V functional and the def2-TZVPD basis.

Highest occupied orbital energy (eV): -5.2253
LUMO level (eV): 3.7
Charge: -1

Last column: Mulliken charge in e.
Element x y z (Å)
C -0.360 1.500 1.005  -0.54
O -0.982 0.307 0.577  -0.69
H 0.708 1.693 0.880  0.17
H -0.893 2.357 0.571  0.21
H -0.520 1.475 2.089  0.24
H -2.202 -1.592 2.282  0.28
H -2.164 -0.309 1.665  0.45
O -2.815 -0.850 2.195  -0.69
H 2.398 -0.182 -0.129  0.37
H 3.412 0.859 0.037  0.31
O 3.377 -0.096 -0.135  -0.68
H 0.468 -1.946 -0.440  0.15
H -0.326 -0.425 0.109  0.45
O 0.625 -1.048 -0.734  -1.02
H 0.682 0.791 -2.751  0.27
H 0.013 -0.428 -2.229  0.42
O -0.098 0.274 -2.928  -0.69

---

2 | This record from OMol25 describes 5 unconnected molecules or ions with the total composition CH11O5. The level of theory is the ωB97M-V functional and the def2-TZVPD basis.

Highest occupied orbital energy (eV): -4.6952
LUMO level (eV): 3.9
Charge: -1

Last column: Mulliken charge in e.
Element x y z (Å)
C 1.045 -0.719 -0.483  -0.68
O 0.015 -0.285 0.357  -0.96
H 0.980 -0.155 -1.431  0.30
H 0.966 -1.780 -0.789  0.26
H 2.046 -0.545 -0.053  0.24
H -1.215 -0.304 -1.357  0.39
H -0.831 0.801 -2.317  0.30
O -1.412 0.036 -2.250  -0.70
H 0.455 1.507 0.044  0.27
H -0.498 2.633 -0.330  0.31
O 0.436 2.410 -0.338  -0.70
H -1.637 -2.707 0.068  0.28
H -1.058 -1.445 0.738  0.41
O -1.760 -2.164 0.851  -0.73
H 0.605 0.192 2.209  0.37
H 0.892 1.654 2.262  0.32
O 0.969 0.870 2.819  -0.69

---

Energy ordering: 2 at the bottom, the next structure 0.463 eV above.

---

1 | This record from OMol25 describes a gas-phase ion, C3H9N2O2 (charge +1). The level of theory is the ωB97M-V functional and the def2-TZVPD basis.

Highest occupied orbital energy (alpha / beta) (eV): -8.6126 / -14.9167
LUMO level (alpha / beta) (eV): -3.2 / -7.5
Expectation value of S²: 2.0080
2S+1: 3
Charge: +1

Last column: Löwdin spin population.
Element x y z (Å)
C -2.060 -0.124 -0.202  0.55
C 1.502 0.981 0.028  0.00
C 0.258 0.152 0.388  0.02
N -2.975 0.556 -0.905  0.62
N 0.646 -1.387 0.556  0.01
O -2.121 -0.870 0.775  0.71
O -0.752 0.246 -0.617  0.05
H 2.378 0.457 -0.210  0.00
H 1.109 1.673 -0.670  0.00
H 1.607 1.479 0.936  0.00
H -0.170 0.468 1.308  0.00
H -3.954 0.342 -0.590  0.01
H -2.758 1.215 -1.635  0.02
H 1.295 -1.439 1.336  0.00
H -0.132 -2.076 0.801  0.00
H 1.188 -1.608 -0.269  0.00

---

2 | This record from OMol25 describes 2 unconnected molecules or ions with the total composition C3H9N2O2. The level of theory is the ωB97M-V functional and the def2-TZVPD basis.

Highest occupied orbital energy (alpha / beta) (eV): -9.6877 / -15.1112
LUMO level (alpha / beta) (eV): -3.5 / -7.1
Expectation value of S²: 2.0089
2S+1: 3
Charge: +1

Last column: Löwdin spin population.
Element x y z (Å)
C 1.041 0.021 -0.178  0.68
C -1.826 0.417 0.315  0.09
C -1.004 -0.633 -0.354  0.60
N 1.178 1.355 -0.212  0.09
N 1.957 -0.903 -0.100  0.08
O -0.926 -1.883 0.080  0.25
O 3.252 -0.569 0.295  0.08
H -1.775 0.661 1.344  0.01
H -1.611 1.316 -0.357  0.00
H -2.863 0.022 0.171  0.04
H -0.812 -0.711 -1.473  0.03
H 0.544 2.115 -0.121  0.01
H 2.174 1.723 0.062  0.03
H 1.721 -1.863 -0.255  0.01
H -1.117 -2.104 0.966  0.00
H 3.978 -0.952 -0.304  0.00

---

Energy ordering: 1 at the bottom, the next structure 2.014 eV above.

---

1 | This record from OMol25 describes a molecular structure, C2H5NS2. The level of theory is the ωB97M-V functional and the def2-TZVPD basis.

Highest occupied orbital energy (alpha / beta) (eV): -6.3145 / -9.7098
LUMO level (alpha / beta) (eV): 0.4 / -3.0
Expectation value of S²: 2.0185
2S+1: 3

Last column: Löwdin spin population.
Element x y z (Å)
C -2.434 1.032 -0.517  0.27
C 2.240 -0.532 0.308  0.02
N -1.501 0.252 -0.974  0.05
S -2.867 0.429 1.068  0.53
S -1.264 -0.709 0.369  1.10
H -3.109 1.631 -1.250  0.01
H 1.598 -0.228 1.091  0.01
H 1.723 -1.351 -0.148  0.01
H 3.233 -0.806 0.543  0.00
H 2.381 0.282 -0.490  0.00

---

2 | This record from OMol25 describes a single C2H5NS2 molecule. The level of theory is the ωB97M-V functional and the def2-TZVPD basis.

Highest occupied orbital energy (alpha / beta) (eV): -6.7339 / -8.2604
LUMO level (alpha / beta) (eV): 0.6 / -2.4
Expectation value of S²: 2.0178
2S+1: 3

Last column: Löwdin spin population.
Element x y z (Å)
C 1.435 0.366 0.440  0.52
C -1.394 0.656 -0.380  0.02
N -0.101 -1.490 0.119  0.59
S 3.053 0.203 0.162  0.67
S 0.131 -0.186 -0.745  0.16
H 0.957 0.102 1.452  0.02
H -1.675 1.134 -1.350  0.00
H -1.062 1.370 0.336  0.00
H -2.132 -0.151 -0.131  0.00
H 0.789 -2.005 0.097  0.01

---

Energy ordering: 1 at the bottom, the next structure 0.300 eV above.

---

1 | This record from OMol25 describes 3 unconnected molecules or ions with the total composition C3H6INO. The level of theory is the ωB97M-V functional and the def2-TZVPD basis.

Highest occupied orbital energy (eV): -9.6462
LUMO level (eV): 0.7

Last column: Mulliken charge in e.
Element x y z (Å)
C -0.801 2.905 0.671  -0.15
C 0.971 -1.047 0.496  -0.90
C 0.852 -0.002 -0.638  0.07
N -1.647 3.099 -0.086  -0.13
O -0.192 0.235 -1.146  -0.40
I -3.406 -0.264 0.005  -0.16
H 0.039 -1.720 0.672  0.22
H 1.783 -1.784 0.269  0.31
H 1.120 -0.506 1.317  0.31
H 1.693 0.614 -0.812  0.40
H -2.137 3.015 -0.937  0.29
H -2.075 -0.666 -0.920  0.14

---

2 | This record from OMol25 describes a single C3H6INO molecule. The level of theory is the ωB97M-V functional and the def2-TZVPD basis.

Highest occupied orbital energy (eV): -8.3781
SMILES string: OC1(NI)CC1
LUMO level (eV): 0.0

Last column: Mulliken charge in e.
Element x y z (Å)
O 1.414 -0.817 0.564  -0.51
C 0.396 0.021 -0.004  0.78
N 0.694 0.869 -1.024  -0.74
I 2.493 0.493 -1.989  0.10
C -0.823 0.556 0.803  -0.69
C -1.141 -0.757 -0.014  -0.92
H 1.109 -1.738 0.430  0.30
H 0.745 1.784 -0.686  0.38
H -1.268 1.389 0.449  0.37
H -0.822 0.540 1.832  0.29
H -1.015 -1.683 0.485  0.33
H -1.782 -0.656 -0.846  0.31

---

Energy ordering: 1 at the bottom, the next structure 0.470 eV above.

---

1 | This record from OMol25 describes a gas-phase ion, C3H7O (charge -1). The level of theory is the ωB97M-V functional and the def2-TZVPD basis.

Highest occupied orbital energy (eV): -1.9615
SMILES string: CCC[O-]
LUMO level (eV): 4.5
Charge: -1

Last column: Mulliken charge in e.
Element x y z (Å)
C -0.059 -0.909 -0.904  -1.09
C 0.396 0.409 -0.321  -0.33
C -0.096 0.572 1.161  -0.37
O -0.662 1.764 1.319  -0.90
H 0.081 -0.810 -2.010  0.31
H -1.203 -0.937 -0.762  0.26
H 0.270 -1.818 -0.406  0.31
H 1.446 0.546 -0.509  0.37
H -0.123 1.231 -0.804  0.21
H -0.840 -0.234 1.395  0.13
H 0.791 0.185 1.841  0.10

---

2 | This record from OMol25 describes a gas-phase ion, C3H7O (charge -1). The level of theory is the ωB97M-V functional and the def2-TZVPD basis.

Highest occupied orbital energy (eV): -2.0052
SMILES string: CCC[O-]
LUMO level (eV): 4.5
Charge: -1

Last column: Mulliken charge in e.
Element x y z (Å)
C -1.278 0.238 -0.037  -0.95
C 0.026 -0.481 -0.410  -0.36
C 1.267 0.119 0.324  -0.46
O 2.434 -0.420 -0.003  -0.87
H -1.041 1.249 0.308  0.29
H -1.956 0.332 -0.892  0.29
H -1.835 -0.279 0.747  0.25
H 0.211 -0.472 -1.486  0.30
H -0.017 -1.533 -0.095  0.23
H 0.984 0.015 1.415  0.15
H 1.207 1.232 0.131  0.14

---

3 | This record from OMol25 describes a gas-phase ion, C3H7O (charge -1). The level of theory is the ωB97M-V functional and the def2-TZVPD basis.

Highest occupied orbital energy (eV): -2.0518
SMILES string: CCC[O-]
LUMO level (eV): 4.7
Charge: -1

Last column: Mulliken charge in e.
Element x y z (Å)
C -0.423 -1.238 0.158  -0.91
C 0.438 -0.080 -0.502  -0.42
C 0.130 1.303 0.263  -0.38
O -0.273 1.154 1.529  -0.85
H -0.202 -2.241 -0.460  0.26
H -0.379 -1.285 1.265  0.24
H -1.512 -1.293 -0.073  0.27
H 0.372 0.098 -1.610  0.30
H 1.504 -0.205 -0.272  0.21
H -0.698 1.740 -0.470  0.09
H 1.042 2.047 0.173  0.18

---

Energy ordering: 2 at the bottom, the next structure 0.475 eV above.